(1)
Entry from the OMol25 dataset: a gas-phase ion, C4H12NO (charge +1) in a non-equilibrium geometry (the ωB97M-V functional and the def2-TZVPD basis).

XYZ file:
```
18
Properties=species:S:1:pos:R:3:forces:R:3
C 0.897987 -0.323664 1.475617 2.6 -2.0 2.3
C -0.022384 0.624994 0.808662 -0.3 1.7 0.3
O -1.318497 0.635364 1.434628 0.3 -0.6 -0.1
C -0.291326 0.400075 -0.652626 -2.8 1.9 -0.8
C 0.845467 0.537578 -1.645197 -0.6 -0.7 0.6
N -1.117980 -0.873150 -0.831963 0.6 -2.2 1.1
H 1.521169 0.140446 2.292194 -1.1 -0.1 -0.6
H 0.365430 -1.176480 2.016040 0.4 1.0 -0.8
H 1.768995 -0.826090 0.945593 -1.4 0.7 -0.3
H 0.297531 1.709831 0.883204 0.3 -1.3 -0.2
H -1.292181 0.039244 2.192733 -0.1 0.3 0.1
H -1.106457 1.155561 -0.809482 0.9 -0.3 -0.4
H 1.668042 -0.032714 -1.238411 0.7 0.2 -0.2
H 0.613517 0.148758 -2.618250 -0.4 -0.5 -0.5
H 1.050879 1.572505 -1.855061 0.4 0.4 0.5
H -2.033735 -0.814690 -1.336074 1.4 0.0 -0.2
H -0.448401 -1.610689 -1.139215 -1.0 0.4 -0.8
H -1.398057 -1.306881 0.077608 0.1 1.1 -0.2
```
Forces are in eV/Å.

Properties
lowest unoccupied orbital energy	-3.6	eV
SMILES string	C[C@H](O)[C@@H](C)[NH3+]
gap between HOMO and LUMO	11.388	eV
HOMO	-15.034	eV
energy relative to the best compared isomer or geometry (same formula, charge and spin)	31.0	kcal per mole
M	90.1	g/mol
net charge	+1

(2)
Entry from the OMol25 dataset: a gas-phase ion, C4H12NO (charge +1) in a non-equilibrium geometry (the ωB97M-V functional and the def2-TZVPD basis).

XYZ file:
```
18
Properties=species:S:1:pos:R:3:forces:R:3
C -1.036775 0.563621 2.416229 -0.3 2.5 0.3
N -0.004685 0.222603 1.297476 0.6 -1.1 2.7
C -0.072888 0.410651 -0.199363 -1.9 1.1 -2.3
C 1.290555 0.894341 -0.711019 0.8 -0.5 0.6
C -0.450605 -0.991019 -0.933940 0.4 1.8 2.1
O 0.258937 -1.037035 -2.118926 -0.8 -1.7 -1.2
H -0.728685 0.247808 3.463045 0.3 -0.2 -1.7
H -2.002688 0.068391 2.188906 0.6 0.7 -0.1
H -1.056864 1.738420 2.510460 -0.5 -2.4 -0.6
H 0.141944 -0.772582 1.506360 0.1 -0.1 -0.6
H 0.885138 0.611930 1.646363 -0.3 0.2 -0.5
H -0.939031 1.171284 -0.503447 1.9 -1.5 1.2
H 1.243106 1.384684 -1.680229 -0.3 -0.4 -0.1
H 1.827031 1.625435 -0.091905 -0.6 0.0 0.3
H 1.956380 0.006177 -0.761190 -0.3 0.6 -0.3
H -0.194976 -1.784475 -0.226979 0.3 -0.4 -0.1
H -1.527047 -0.971720 -0.981264 -0.5 -0.3 -0.7
H -0.024720 -1.852848 -2.632478 0.5 1.5 0.8
```
Forces are in eV/Å.

Properties
lowest unoccupied orbital energy	-3.3	eV
SMILES string	C[NH2+][C@@H](C)CO
gap between HOMO and LUMO	11.381	eV
HOMO	-14.658	eV
energy relative to the best compared isomer or geometry (same formula, charge and spin)	47.2	kcal per mole
M	90.1	g/mol
net charge	+1

(3)
Entry from the OMol25 dataset: a gas-phase ion, C4H12NO (charge +1) in a non-equilibrium geometry (the ωB97M-V functional and the def2-TZVPD basis).

XYZ file:
```
18
Properties=species:S:1:pos:R:3:forces:R:3
C 1.724872 -0.479512 0.093982 1.6 0.0 0.1
C 0.618688 0.353253 -0.487934 0.1 0.5 0.8
N 0.299275 1.528238 0.432284 -0.6 -0.1 1.7
C -0.695831 -0.422008 -0.676152 0.3 1.0 0.1
C -1.178552 -1.109501 0.586785 -0.2 0.1 -0.1
O -1.600401 0.621633 -1.061941 -0.5 -0.7 -0.7
H 1.877495 -1.388682 -0.495261 -0.2 0.1 0.1
H 1.620210 -0.745691 1.145856 -0.6 -0.2 -0.1
H 2.713349 0.014247 0.097087 -0.5 0.1 -0.4
H 0.909055 0.943970 -1.359521 0.0 -0.8 -0.5
H -0.521577 2.010850 0.052194 0.3 0.4 -0.4
H 1.082181 2.134986 0.685015 0.0 0.2 -0.9
H -0.028232 1.265114 1.371151 0.0 -0.6 -0.2
H -0.490780 -1.156938 -1.458003 -0.3 0.1 -0.2
H -0.485720 -1.896896 0.878630 -0.1 0.0 0.2
H -2.162708 -1.546664 0.419443 0.1 -0.2 -0.2
H -1.359461 -0.384620 1.388105 0.3 -0.2 0.1
H -2.321858 0.258225 -1.611718 0.4 0.3 0.4
```
Forces are in eV/Å.

Properties
lowest unoccupied orbital energy	-3.3	eV
SMILES string	C[C@H]([NH3+])[C@@H](C)O
gap between HOMO and LUMO	11.836	eV
HOMO	-15.184	eV
energy relative to the best compared isomer or geometry (same formula, charge and spin)	12.0	kcal per mole
M	90.1	g/mol
net charge	+1

(4)
Entry from the OMol25 dataset: 2 unconnected molecules or ions with the total composition C4H12NO in a non-equilibrium geometry (the ωB97M-V functional and the def2-TZVPD basis).

XYZ file:
```
18
Properties=species:S:1:pos:R:3:forces:R:3
C -1.571912 1.382511 -0.748818 -1.2 -1.1 -0.7
C -0.696899 0.820950 0.478068 -0.3 0.6 -1.2
C -0.299288 -0.708549 0.295157 -2.5 3.6 -1.1
C 0.961774 -1.250330 2.110184 1.0 -1.0 0.5
N 0.939699 -0.961873 0.859284 2.7 -2.8 2.5
H -2.708595 1.814496 -0.482661 3.3 -1.5 -0.7
H -1.036494 2.131009 -1.348172 -0.2 0.3 0.7
H -1.588162 0.528149 -1.545286 -0.8 1.3 1.5
H 0.221580 1.496084 0.646800 -1.4 -1.3 -0.2
H -1.360702 0.828956 1.332224 0.2 0.4 0.5
H -0.981277 -1.364304 0.771450 -1.0 -0.2 0.6
H -0.377779 -1.008560 -0.710352 0.7 -0.1 -1.4
H 0.326886 -0.899315 2.910912 -0.8 0.4 -0.6
H 1.591791 -2.080605 2.426250 1.0 0.8 0.1
H 1.732047 -1.426464 0.392392 -0.7 0.6 -0.7
H 0.996214 0.674128 -2.506366 -1.8 2.6 -1.2
H 2.341543 0.036821 -2.673446 0.3 0.1 -0.3
O 1.509571 -0.013108 -2.207616 1.5 -2.6 1.6
```
Forces are in eV/Å.

Properties
lowest unoccupied orbital energy	-5.7	eV
gap between HOMO and LUMO	9.747	eV
HOMO	-15.410	eV
energy relative to the best compared isomer or geometry (same formula, charge and spin)	74.6	kcal per mole
M	90.1	g/mol
net charge	+1

(5)
Entry from the OMol25 dataset: 2 unconnected molecules or ions with the total composition C4H12NO in a non-equilibrium geometry (the ωB97M-V functional and the def2-TZVPD basis).

XYZ file:
```
18
Properties=species:S:1:pos:R:3:forces:R:3
C 0.659599 -0.790635 0.571678 0.5 0.7 -1.1
N -0.425929 0.262549 0.693001 -0.4 -1.6 -0.5
C -1.627938 -0.415880 -0.000885 0.5 0.6 -0.4
C -0.947216 -1.352476 -1.078080 -0.9 1.0 1.1
C 0.520681 -0.974771 -0.937048 -0.1 -0.8 -0.6
H 1.625884 -0.363888 0.822136 -0.1 -0.1 0.5
H 0.392575 -1.699244 1.097996 0.1 0.1 0.4
H -0.086196 0.963574 0.044964 -0.1 0.9 0.5
H -0.617082 0.674203 1.604583 0.1 -0.1 0.0
H -2.242993 0.393256 -0.376844 -0.2 -0.1 -0.2
H -2.180473 -0.979048 0.742183 0.0 0.0 0.1
H -1.218062 -2.330602 -0.689708 0.6 -0.4 -0.5
H -1.322470 -1.238662 -2.089133 -0.2 0.1 0.1
H 0.721351 -0.016939 -1.430783 -0.1 0.1 0.0
H 1.156444 -1.664956 -1.488710 0.2 -0.3 0.7
H 2.060560 2.024373 0.018664 0.2 0.1 0.3
H 1.357665 3.332496 0.117574 -0.1 0.6 0.1
O 1.463563 2.513151 0.602670 0.0 -0.7 -0.5
```
Forces are in eV/Å.

Properties
lowest unoccupied orbital energy	-3.1	eV
gap between HOMO and LUMO	12.933	eV
HOMO	-16.043	eV
energy relative to the best compared isomer or geometry (same formula, charge and spin)	15.4	kcal per mole
M	90.1	g/mol
net charge	+1

(6)
Entry from the OMol25 dataset: 2 unconnected molecules or ions with the total composition C4H12NO in a non-equilibrium geometry (the ωB97M-V functional and the def2-TZVPD basis).

XYZ file:
```
18
Properties=species:S:1:pos:R:3:forces:R:3
C -1.311065 -0.020181 -1.554333 -0.7 0.2 -0.7
C 0.863815 -0.903497 -0.930691 0.7 -0.5 -0.2
C 0.035163 1.118117 0.094439 -0.8 1.2 -3.3
C 0.471929 0.661840 2.306595 1.1 0.4 3.4
N -0.324843 -0.169283 -0.462329 -0.2 -0.4 0.6
O 0.013816 -0.601971 2.394181 -0.4 -1.0 -0.5
H -0.892973 0.627152 -2.326261 0.1 -0.1 0.1
H -1.553994 -0.987778 -1.990946 0.1 -0.1 0.1
H -2.224084 0.436420 -1.175510 0.1 0.0 0.1
H 1.322905 -0.362426 -1.757026 -0.1 0.1 0.0
H 1.593399 -0.991641 -0.128806 -0.1 0.1 0.1
H 0.588372 -1.898984 -1.274562 -0.1 0.1 0.1
H 0.939664 1.549948 -0.296114 0.4 -0.2 0.2
H -0.792607 1.797781 0.203470 -0.2 -0.1 0.5
H 1.531497 0.846442 2.371804 0.2 -0.1 0.0
H -0.201242 1.394387 2.723843 -0.2 0.1 -0.2
H -0.758239 -0.716467 0.305346 0.2 0.2 -0.3
H 0.720241 -1.258418 2.462793 0.0 0.2 0.1
```
Forces are in eV/Å.

Properties
lowest unoccupied orbital energy (spin up / spin down)	-3.0 / -5.7	eV
expectation value of S²	2.006
gap between HOMO and LUMO (spin up / spin down)	7.063 / 10.498	eV
HOMO (spin up / spin down)	-10.080 / -16.229	eV
2S+1	3
energy relative to the best compared isomer or geometry (same formula, charge and spin)	4.2	kcal per mole
M	90.1	g/mol
net charge	+1

(7)
Entry from the OMol25 dataset: 2 unconnected molecules or ions with the total composition C4H12NO in a non-equilibrium geometry (the ωB97M-V functional and the def2-TZVPD basis).

XYZ file:
```
18
Properties=species:S:1:pos:R:3:forces:R:3
C 0.119468 0.275869 -0.033822 -0.6 1.1 -0.1
N -0.214957 -1.178886 -0.000905 -0.3 -0.9 -1.2
C -0.558188 -1.619712 -1.444806 -0.7 -1.5 -0.6
C -0.686416 -0.342470 -2.233158 -0.6 0.7 0.2
C -0.806637 0.812597 -1.212024 2.4 -1.4 0.7
H -0.073445 0.710988 0.965494 -0.1 -0.2 -0.6
H 1.194238 0.319530 -0.184780 0.0 0.2 -0.4
H -1.038434 -1.436079 0.535000 0.2 0.2 0.6
H 0.591985 -1.730249 0.274821 -0.2 -0.1 0.5
H -1.491840 -2.261582 -1.488030 1.0 0.9 0.6
H 0.242397 -2.302918 -1.769053 -0.2 0.5 0.0
H 0.186643 -0.185290 -2.863152 0.0 0.1 0.0
H -1.568288 -0.256311 -2.857447 -0.1 -0.6 -0.3
H -1.750830 0.992548 -0.736909 -0.8 0.1 -0.4
H -0.432660 1.636682 -1.800177 0.0 0.8 0.8
H 2.311474 2.903661 5.164721 1.1 0.2 0.3
H 1.503052 1.733613 4.744560 0.1 -1.0 -0.1
O 2.472438 1.928009 4.939669 -1.1 1.0 0.1
```
Forces are in eV/Å.

Properties
lowest unoccupied orbital energy (spin up / spin down)	-8.5 / -15.6	eV
expectation value of S²	0.753
gap between HOMO and LUMO (spin up / spin down)	9.817 / 2.758	eV
HOMO (spin up / spin down)	-18.340 / -18.340	eV
2S+1	2
energy relative to the best compared isomer or geometry (same formula, charge and spin)	42.5	kcal per mole
M	90.1	g/mol
net charge	+2